This record from the Open Molecules 2025 dataset describes 2 unconnected molecules or ions with the total composition C2H9O2 at a distorted geometry. The level of theory is ωB97M-V/def2-TZVPD.

The geometry in XYZ format:
```
13
Properties=species:S:1:pos:R:3:forces:R:3:mulliken_charge:R:1
O -1.985 0.744 -1.399 -0.3719 -0.1456 -0.2865 -0.13
H -0.739 0.705 0.038 1.2015 -0.2408 0.4969 0.43
H -2.139 -0.218 -1.662 -0.2490 0.1176 -0.2612 0.51
H -2.823 1.297 -1.512 -0.0885 -0.0765 -0.1752 0.50
C 1.236 -0.076 0.951 -0.7194 -1.1335 -0.3857 -0.04
O -0.405 0.197 0.814 -1.2371 0.6768 -0.7964 -0.40
C 1.620 -1.011 -0.155 0.5723 1.7432 0.4997 -0.98
H 1.131 -0.626 1.882 0.3858 0.5147 0.3644 0.29
H 1.631 0.923 0.914 0.2928 0.2006 0.4352 0.35
H -0.907 0.605 1.549 0.6059 -0.2738 0.6247 0.41
H 2.597 -1.365 0.210 -0.1035 -0.4209 -0.1684 0.34
H 1.868 -0.440 -1.056 -0.2774 -0.3645 -0.1802 0.37
H 0.906 -1.804 -0.258 -0.0117 -0.5973 -0.1674 0.38
```
Forces are in eV/Å.

Values from the calculation:
strongest force on any atom: 1.9 eV Å⁻¹
net charge: +2
HOMO energy (alpha / beta): -21.546 / -21.398 eV
gap between HOMO and LUMO (alpha / beta): 11.88 / 3.85 eV
E: -231.15162 Eh
multiplicity: 2
ΔE to the lowest compared entry with this formula, charge and spin: 1.1781 eV

=====

This record from the Open Molecules 2025 dataset describes a molecular structure, CH5N at a distorted geometry. The level of theory is ωB97M-V/def2-TZVPD.

The geometry in XYZ format:
```
7
Properties=species:S:1:pos:R:3:forces:R:3:mulliken_charge:R:1
C -0.013 -0.118 -0.602 1.2398 -11.5057 9.1678 -0.84
H -0.695 -0.969 -0.744 0.7258 0.3329 -1.1138 0.26
H -0.041 0.566 -1.128 -2.4885 11.8675 -9.4596 0.44
H 1.063 -0.290 -0.850 -0.1707 -1.2096 1.0861 0.27
H 0.063 -0.591 1.656 -1.7423 3.8393 -3.6586 0.24
H 0.028 1.079 0.927 4.0060 6.7341 2.2300 0.20
N -0.404 0.323 0.741 -1.5701 -10.0584 1.7479 -0.57
```
Forces are in eV/Å.

Values from the calculation:
strongest force on any atom: 15.4 eV Å⁻¹
HOMO energy: -9.422 eV
gap between HOMO and LUMO: 10.45 eV
E: -95.70479 Eh
ΔE to the lowest compared entry with this formula, charge and spin: 3.6417 eV

=====

This record from the Open Molecules 2025 dataset describes 2 unconnected molecules or ions with the total composition FH5S2Si2 at a distorted geometry. The level of theory is ωB97M-V/def2-TZVPD.

The geometry in XYZ format:
```
10
Properties=species:S:1:pos:R:3:forces:R:3:mulliken_charge:R:1
F 0.919 -1.736 -0.463 1.1102 -0.2293 0.4091 -0.25
Si 2.482 -2.074 -0.885 -2.8440 0.2537 -1.7000 0.47
Si -2.321 0.870 0.504 0.6012 0.3998 0.5495 0.34
S -3.951 2.063 -0.160 -0.7131 -0.4400 -0.5922 -0.32
S -1.375 2.306 1.846 -0.3097 0.2243 -0.2956 -0.32
H 3.175 -3.000 -0.072 0.3692 -0.9220 0.8435 -0.09
H 2.052 -2.758 -2.241 1.2013 0.8669 0.9938 -0.05
H 3.166 -0.785 -0.709 0.1577 0.0482 -0.5383 -0.07
H -3.942 3.386 0.032 0.5178 0.1630 0.4638 0.14
H -0.205 1.728 2.148 -0.0905 -0.3644 -0.1337 0.15
```
Forces are in eV/Å.

Values from the calculation:
strongest force on any atom: 3.3 eV Å⁻¹
HOMO energy: -9.071 eV
gap between HOMO and LUMO: 8.78 eV
E: -1478.24802 Eh
ΔE to the lowest compared entry with this formula, charge and spin: 1.9033 eV

=====

This record from the Open Molecules 2025 dataset describes a gas-phase ion, C5H13N2 (charge +1) at a distorted geometry. The level of theory is ωB97M-V/def2-TZVPD.

The geometry in XYZ format:
```
20
Properties=species:S:1:pos:R:3:forces:R:3:mulliken_charge:R:1
C 1.188 -1.716 1.647 -1.7875 -1.3292 -1.6593 -1.27
C 1.057 -0.600 0.521 -1.5040 -0.5755 1.4815 0.29
C -0.278 0.215 0.795 -0.7917 -0.2299 -4.0243 -0.73
C -0.442 1.124 -0.587 2.1520 0.9237 3.4389 -0.05
C -1.109 0.376 -1.655 0.5425 1.8174 -0.6766 -0.50
N -1.107 2.380 -0.105 0.6388 0.3576 -0.9645 -0.53
N 1.069 -1.094 -0.918 -1.1054 2.2332 0.8719 -0.33
H 0.157 -2.255 1.588 1.9246 0.3814 0.2239 0.36
H 2.029 -2.437 1.504 -0.7218 0.5451 -0.2298 0.35
H 1.270 -1.390 2.683 0.0176 0.7380 -0.3088 0.37
H 1.862 0.094 0.638 0.6358 0.5762 -0.3108 0.28
H -0.436 0.802 1.715 0.6771 -0.2916 -0.5984 0.37
H -1.185 -0.422 0.594 1.0115 -0.1703 1.1442 0.25
H -1.062 0.785 -2.686 0.5845 -0.5192 0.4414 0.34
H 0.144 -0.582 -1.579 1.9862 -1.9074 1.2629 0.16
H -0.854 3.301 -0.500 0.6542 -0.9801 -0.1831 0.28
H -2.042 2.307 -0.365 -2.3845 -0.0291 0.0921 0.26
H 1.127 -2.105 -0.838 -0.9289 -0.3530 -0.7362 0.35
H 0.595 1.429 -0.916 -1.0580 -0.3267 0.0767 0.38
H -1.985 -0.211 -1.538 -0.5429 -0.8606 0.6582 0.36
```
Forces are in eV/Å.

Values from the calculation:
strongest force on any atom: 4.2 eV Å⁻¹
net charge: +1
HOMO energy: -14.061 eV
gap between HOMO and LUMO: 6.19 eV
E: -307.36766 Eh
ΔE to the lowest compared entry with this formula, charge and spin: 6.9103 eV

=====

Q: Look up the strongest force on any atom of the third one.
A: 3.3 eV Å⁻¹

=====

Q: E of number 3 (FH5S2Si2)?
A: -1478.24802 Eh

=====

Q: Which of these has the lowest strongest force on any atom?
A: C2H9O2